{"formula": "C9H15N2O3", "method": "ωB97M-V/def2-TZVPD", "species": ["C", "C", "N", "C", "C", "C", "N", "C", "O", "C", "H", "H", "H", "H", "H", "H", "H", "H", "H", "H", "H", "H", "C", "C", "O", "O", "H", "H", "H"], "coordinates": [[3.966887, -0.276753, 0.621788], [3.527109, -0.981262, -0.625101], [4.406711, -1.195581, -1.521006], [2.079506, -1.400438, -0.800325], [1.069350, -0.730052, 0.111431], [0.263910, -1.646090, 1.055342], [-0.728129, -0.717477, 1.649188], [-0.853911, 0.390861, 0.759616], [-1.402135, 1.442169, 1.023436], [-0.129062, -0.028166, -0.518883], [3.532796, -0.699434, 1.520918], [5.043616, -0.379561, 0.687879], [3.751763, 0.784761, 0.565364], [3.986396, -1.652168, -2.328385], [2.022727, -2.482074, -0.694566], [1.819263, -1.192474, -1.834475], [1.473471, 0.018954, 0.791138], [-0.325500, -2.305582, 0.425173], [0.872859, -2.166456, 1.781403], [-0.423765, -0.377266, 2.551482], [-0.811406, -0.724853, -1.011086], [0.061536, 0.755671, -1.240658], [-4.192949, 2.553748, -0.281854], [-5.483215, 1.766729, -0.620772], [-5.324745, 0.681901, -1.230672], [-6.553672, 2.298538, -0.248253], [-3.309437, 2.029859, -0.636890], [-4.230457, 3.541771, -0.748567], [-4.109517, 2.690725, 0.797334]], "forces_ev_per_a": [[0.445, -0.282, -0.039], [0.245, -0.098, -0.454], [-0.104, 0.043, 0.306], [0.007, 0.380, 0.018], [-0.904, -0.389, 0.335], [-0.323, 0.905, -0.510], [0.805, 0.490, -0.052], [-0.805, 0.813, 0.120], [0.928, -1.318, -0.143], [-0.489, 0.292, -0.059], [-0.247, 0.032, 0.154], [0.184, 0.028, 0.003], [-0.270, 0.182, 0.077], [-0.051, -0.041, -0.107], [0.032, -0.218, 0.111], [-0.046, -0.024, -0.216], [0.735, 0.055, -0.202], [0.256, -0.720, 0.097], [-0.100, -0.199, 0.287], [-0.462, -0.060, 0.287], [0.136, -0.300, -0.175], [0.101, 0.434, 0.257], [-0.029, -0.038, -0.134], [0.045, 0.004, -0.003], [-0.001, -0.029, -0.018], [-0.035, 0.007, 0.003], [0.040, -0.022, -0.007], [-0.067, 0.026, 0.061], [-0.028, 0.046, 0.006]], "nbo_charge": [-0.681, 0.337, -0.634, -0.494, -0.223, -0.217, -0.636, 0.690, -0.536, -0.514, 0.212, 0.237, 0.233, 0.323, 0.230, 0.230, 0.203, 0.192, 0.198, 0.381, 0.231, 0.237, -0.729, 0.758, -0.805, -0.801, 0.192, 0.188, 0.199], "charge": -1, "largest_force_ev_per_a": 1.62, "spin_multiplicity": 1}

{"formula": "C9H15N3", "method": "ωB97M-V/def2-TZVPD", "species": ["C", "C", "C", "C", "C", "C", "C", "C", "C", "H", "H", "H", "H", "H", "H", "H", "H", "H", "H", "H", "H", "H", "H", "H", "N", "N", "N"], "coordinates": [[1.777588, 1.025877, -2.340743], [2.270031, 0.112577, -1.155647], [3.058606, 0.974577, -0.244386], [0.974997, -0.565923, -0.580773], [0.868456, -1.868069, -0.356353], [-0.122131, -2.383483, 0.513833], [-1.029009, -0.337618, 0.645272], [-3.093657, 0.396970, 1.629724], [-1.800567, 1.980215, 0.278496], [1.331864, 0.507015, -3.176097], [2.541323, 1.740944, -2.908216], [0.946570, 1.707235, -2.113588], [2.754755, -0.598022, -1.702662], [4.072331, 1.253314, -0.491680], [2.743295, 2.056337, -0.181244], [3.188483, 0.594075, 0.758673], [1.583107, -2.465979, -1.001680], [-0.136877, -3.424827, 0.737220], [-3.193466, 0.939377, 2.670160], [-4.050697, 0.774698, 1.144975], [-3.298607, -0.724210, 1.764622], [-1.774100, 1.825563, -0.748617], [-0.843387, 2.416603, 0.559293], [-2.624455, 2.650105, 0.589498], [-1.034811, -1.627952, 1.079674], [-0.015991, 0.162614, -0.072658], [-1.901486, 0.713486, 0.959099]], "forces_ev_per_a": [[0.417, 2.078, -1.529], [-3.914, 2.656, -1.653], [0.764, 2.031, 1.632], [0.054, 2.843, 1.548], [1.266, -4.247, -1.311], [0.915, 0.964, -1.247], [1.876, 1.753, -0.697], [-3.476, -0.084, 2.476], [0.428, 0.526, 2.028], [0.071, -0.939, -0.197], [-0.910, -1.656, 1.683], [0.330, -0.073, 0.788], [1.987, -2.345, -0.611], [0.655, -0.934, -1.039], [-0.870, -1.265, 0.179], [-0.395, -0.181, 0.429], [-0.910, -0.100, 1.507], [-0.027, -0.642, 0.261], [0.500, -1.213, -1.530], [1.226, -0.321, -0.115], [0.823, 1.675, -0.078], [-0.165, -0.026, -2.027], [-0.057, 0.360, -0.101], [0.374, -0.550, -0.158], [-1.371, 1.187, 0.148], [0.570, 1.369, -0.632], [-0.163, -2.866, 0.246]], "nbo_charge": [-0.609, -0.267, -0.622, 0.286, -0.354, 0.104, 0.570, -0.416, -0.390, 0.207, 0.207, 0.218, 0.212, 0.227, 0.220, 0.217, 0.212, 0.197, 0.181, 0.186, 0.239, 0.202, 0.217, 0.203, -0.489, -0.536, -0.421], "largest_force_ev_per_a": 5.01, "spin_multiplicity": 1, "smiles": "CC(C)c1ccnc(N(C)C)n1"}

{"formula": "C9H15N3O4", "method": "ωB97M-V/def2-TZVPD", "species": ["C", "C", "C", "C", "C", "C", "C", "C", "C", "H", "H", "H", "H", "H", "H", "H", "H", "H", "H", "H", "H", "H", "H", "H", "N", "N", "N", "O", "O", "O", "O"], "coordinates": [[0.656559, 0.278127, 1.250343], [-0.019438, 1.113637, 0.135616], [1.712089, 1.265837, 2.110956], [2.975124, 0.465213, 2.562054], [-1.592963, -0.809614, -0.774419], [-0.666358, -1.734332, -1.515362], [-2.895113, -0.523390, -1.355109], [-2.601653, 0.570483, -2.426462], [-1.018442, 0.934992, -2.132817], [1.994822, -0.835355, 0.295733], [1.114148, -1.951158, 1.223534], [-0.323560, -0.073381, 1.854705], [1.826344, 2.045268, 1.371825], [1.042838, 1.477705, 2.985041], [4.233458, 0.081186, 3.980683], [3.333685, 1.439706, 4.508489], [-1.779025, -1.244720, 0.299462], [-3.242386, -1.425743, -1.878778], [-3.487638, -0.388008, -0.406329], [-3.407131, 1.363756, -2.390280], [-2.587888, 0.035036, -3.422290], [-0.373434, 0.564124, -2.812077], [-0.963778, 2.008998, -2.270459], [-0.877046, -2.686048, -3.069934], [1.181428, -0.972436, 0.865941], [3.409882, 0.742365, 3.847026], [-0.805179, 0.484684, -0.733744], [0.448409, 2.240267, -0.296752], [3.583197, -0.279920, 1.842684], [0.532800, -1.597688, -1.439034], [-1.403751, -2.589589, -2.210246]], "forces_ev_per_a": [[-2.302, -0.863, 3.419], [3.671, 2.510, -3.213], [-2.456, -2.855, 0.093], [-1.592, 3.000, 0.062], [2.905, -0.120, 4.482], [0.917, 1.430, 1.574], [-1.252, -0.289, -0.217], [0.847, -0.848, -0.104], [-4.932, 3.197, 2.671], [0.183, -0.562, -0.045], [-0.429, 2.172, 0.107], [2.101, 1.222, -0.346], [0.599, 0.622, 0.374], [1.118, 0.670, -0.624], [-1.327, 1.523, 0.238], [-0.946, 1.836, 0.856], [0.895, 0.678, -1.778], [-0.288, 0.335, 0.552], [-0.375, 0.855, -1.711], [1.522, -0.466, -0.249], [-0.468, 0.867, 0.895], [2.146, -1.994, -2.024], [0.350, 0.177, 0.573], [-0.951, -0.699, 1.521], [0.717, -0.629, -0.737], [2.704, -4.629, -1.636], [-2.874, -1.364, -1.903], [-1.179, -2.759, 2.485], [0.490, -0.527, -0.048], [-1.429, -1.379, -2.109], [1.635, -1.111, -3.160]], "nbo_charge": [-0.066, 0.649, -0.554, 0.696, -0.148, 0.770, -0.443, -0.413, -0.219, 0.389, 0.406, 0.190, 0.283, 0.217, 0.392, 0.405, 0.244, 0.241, 0.222, 0.232, 0.205, 0.194, 0.245, 0.505, -0.859, -0.855, -0.417, -0.664, -0.610, -0.548, -0.688], "largest_force_ev_per_a": 6.46, "spin_multiplicity": 1, "smiles": "NC(=O)C[C@H](N)C(=O)N1CCC[C@H]1C(=O)O"}

no.,DFT total energy (eV)
1,-18699.92738
2,-14044.82763
3,-22233.69095